The following is a DFT calculation (the ωB97M-V functional and the def2-TZVPD basis) of C21H17AsF11N2PdSe as an isolated structure.

Summary:
- calculated total energy (a.u.) = -6783.7795
- molar mass (g mol⁻¹) = 766.66
- charge = -2
- HOMO energy (spin up / spin down) (eV) = -1.757 / -1.953
- 2S+1 = 2

Positions of all 54 atoms, in Å:
Pd1 -0.1819 0.7169 -0.8776
C1 1.7145 -1.2820 -0.1217
C2 0.6647 -2.2201 0.4783
C3 0.3595 -1.8299 1.8963
C4 0.9032 -2.5413 2.9577
C5 0.6913 -2.1569 4.2732
C6 -0.0545 -1.0194 4.5291
C7 -0.6271 -0.2804 3.4960
C8 -1.2800 1.0423 3.8292
C9 -0.3395 2.2081 3.5217
C10 -0.4492 -0.7129 2.1704
N1 -1.0055 0.0320 1.1049
C11 -2.2903 0.1995 1.0867
C12 -2.9235 1.0507 0.1481
C13 -4.2766 1.3868 0.0038
C14 -4.3363 2.2485 -1.0913
C15 -3.0160 2.3736 -1.5604
N2 -2.1670 1.6695 -0.8127
H1 1.9112 -1.5211 -1.1660
H2 2.6547 -1.2918 0.4378
H3 1.3491 -0.2430 -0.0347
H4 1.0151 -3.2538 0.4408
H5 -0.2416 -2.1748 -0.1237
H6 1.5061 -3.4152 2.7349
H7 1.1153 -2.7299 5.0895
H8 -0.1994 -0.6808 5.5504
H9 -1.5479 1.0378 4.8897
H10 -2.2038 1.1946 3.2743
H11 0.6048 2.0966 4.0592
H12 -0.7894 3.1630 3.8022
H13 -0.1180 2.2383 2.4534
H14 -2.9188 -0.3229 1.8119
H15 -5.0915 1.0383 0.6212
H16 -5.2163 2.7045 -1.5200
H17 -2.6582 2.9371 -2.4110
F1 6.6597 1.9645 -3.4517
C16 5.3196 1.8336 -3.3752
C17 4.6692 1.9476 -2.1626
F2 5.3855 2.2008 -1.0515
C18 3.2915 1.8180 -2.0949
F3 2.7470 1.9704 -0.8800
C19 2.4988 1.5647 -3.2121
Se1 0.5965 1.4074 -3.1846
C20 3.1957 1.4615 -4.4166
F4 2.5424 1.2330 -5.5659
C21 4.5691 1.5894 -4.5110
F5 5.1886 1.4825 -5.7022
F6 -1.3353 -1.8295 -2.1333
As1 -2.4606 -3.1536 -2.1963
F7 -2.9766 -2.7832 -0.5695
F8 -3.6859 -2.1089 -2.8421
F9 -1.9354 -3.5513 -3.8085
F10 -3.5861 -4.4876 -2.2414
F11 -1.2411 -4.2210 -1.5421

=====

The following is a DFT calculation (the ωB97M-V functional and the def2-TZVPD basis) of an isolated ion of composition C24H21N2O5S and charge -1.

Summary:
- calculated total energy (a.u.) = -1811.0077
- molar mass (g mol⁻¹) = 449.51
- charge = -1
- HOMO energy (eV) = -3.154
- structure (SMILES) = CC(=O)[C@H](c1ccccc1)[C@@H]1C(=[N+]([O-])[O-])c2ccccc2N1S(=O)(=O)c1ccc(C)cc1

Positions of all 53 atoms, in Å:
C1 0.9366 -3.3547 -1.0835
C2 1.9314 -2.3733 -0.5304
C3 1.9279 -0.9980 -1.2378
C4 3.2736 -0.4141 -1.6197
C5 4.4979 -0.8888 -1.1427
C6 5.6844 -0.2867 -1.5820
C7 5.6260 0.7885 -2.4780
C8 4.3949 1.2400 -2.9942
C9 3.2239 0.6305 -2.5636
O1 2.6156 -2.5970 0.4570
H1 0.6359 -3.1170 -2.1085
H2 1.3919 -4.3501 -1.0539
H3 0.0275 -3.3869 -0.4673
H4 1.3623 -1.0756 -2.1734
H5 4.5109 -1.6855 -0.3957
H6 6.6388 -0.6648 -1.1986
H7 6.5454 1.2970 -2.7778
H8 4.3270 2.0654 -3.7107
H9 2.2377 0.9607 -2.9133
C10 -6.3346 2.6188 0.5084
C11 -5.1130 1.8396 0.1067
C12 -5.1936 0.4487 -0.0001
C13 -4.0830 -0.3132 -0.3496
C14 -2.8430 0.3144 -0.5393
S1 -1.4475 -0.7059 -1.0071
O2 -1.9529 -2.0565 -0.9565
O3 -0.8451 -0.1617 -2.2019
N1 -0.1189 -0.6680 0.0863
C15 -0.2820 -0.6780 1.4612
C16 -1.4089 -1.0137 2.1915
C17 -1.3614 -0.8435 3.5764
C18 -0.2119 -0.3195 4.1949
C19 0.9306 0.0088 3.4602
C20 0.9071 -0.2104 2.0784
C21 1.8048 0.1332 1.0400
N2 2.7463 1.1554 1.2380
O4 3.1541 1.3721 2.4061
O5 3.1377 1.8372 0.2570
C22 1.1810 -0.0899 -0.3183
C23 -2.7574 1.7125 -0.5101
C24 -3.8862 2.4609 -0.1722
H10 -6.1170 3.6887 0.5369
H11 -7.1583 2.4450 -0.1944
H12 -6.6859 2.3081 1.4999
H13 -6.1482 -0.0456 0.1951
H14 -4.1743 -1.3934 -0.4399
H15 -2.2718 -1.4163 1.6755
H16 -2.2209 -1.1280 4.1782
H17 -0.1996 -0.1766 5.2732
H18 1.8285 0.4324 3.9022
H19 0.9659 0.9054 -0.7558
H20 -1.8065 2.1990 -0.7312
H21 -3.8240 3.5507 -0.1160

=====

The following is a DFT calculation (the ωB97M-V functional and the def2-TZVPD basis) of a 8-piece molecular cluster, C21H25Cl21FINO3S overall.

Summary:
- calculated total energy (a.u.) = -11555.1054
- molar mass (g mol⁻¹) = 1261.92
- charge = +1
- HOMO energy (eV) = -12.144

Positions of all 74 atoms, in Å:
C1 4.4491 2.1652 4.7475
C2 3.7381 1.5596 3.9922
C3 2.6855 1.0172 3.1834
C4 1.8249 0.0251 3.6598
C5 0.8056 -0.4245 2.8407
I1 -0.4187 -1.8894 3.6955
C6 0.6287 0.0789 1.5479
C7 -0.4796 -0.3768 0.6343
C8 -0.2704 -1.8174 0.0686
C9 -1.3999 -2.7950 0.3771
F1 0.9451 -2.3131 0.5143
N1 1.5052 1.0199 1.1114
C10 1.4270 1.6583 -0.2340
C11 1.7168 0.7485 -1.4310
C12 3.1951 0.5134 -1.7629
C13 3.9948 -0.2727 -0.7029
S1 4.4131 -1.8900 -1.3354
O1 3.2297 -2.6990 -1.3453
O2 5.1203 -1.7896 -2.5661
O3 5.3752 -2.5037 -0.2226
C14 2.4958 1.4726 1.9039
H1 5.1040 2.7965 5.3035
H2 1.9628 -0.3742 4.6536
H3 -0.5983 0.3048 -0.1997
H4 -1.4319 -0.3588 1.1682
H5 -0.2523 -1.7290 -1.0198
H6 -1.9720 -2.5116 1.2570
H7 -2.1148 -2.8043 -0.4479
H8 -1.0172 -3.8082 0.4829
H9 2.0749 2.5308 -0.2144
H10 0.4102 2.0527 -0.3345
H11 1.2869 1.2702 -2.2907
H12 1.1772 -0.1956 -1.3763
H13 3.2453 -0.0267 -2.7088
H14 3.6727 1.4823 -1.9101
H15 4.9493 0.2293 -0.5401
H16 3.4777 -0.4424 0.2385
H17 4.8181 -2.8556 0.4888
H18 3.1492 2.2385 1.5137
C15 7.2088 -4.8282 -2.8220
Cl1 6.7824 -5.3299 -4.4567
Cl2 7.1964 -6.2084 -1.7197
Cl3 8.7827 -4.0306 -2.8045
H19 6.4645 -4.1209 -2.4820
C16 -2.6190 4.0202 0.4548
Cl4 -1.8084 5.2674 -0.4836
Cl5 -4.0077 3.3885 -0.4089
Cl6 -1.4886 2.6990 0.8426
H20 -2.9584 4.4565 1.3850
C17 -2.7827 6.9892 3.4775
Cl7 -1.9680 8.2336 2.5395
Cl8 -4.1988 6.3796 2.6169
Cl9 -1.6745 5.6597 3.8505
H21 -3.1153 7.4266 4.4096
C18 -4.7609 -0.8485 -1.9933
Cl10 -5.0126 -0.0638 -3.5456
Cl11 -4.1365 -2.4892 -2.1985
Cl12 -3.6601 0.1125 -0.9894
H22 -5.7132 -0.9109 -1.4829
C19 -6.6180 -4.0566 -4.7549
Cl13 -6.7425 -3.7432 -6.4787
Cl14 -7.6388 -2.9691 -3.7851
Cl15 -7.0302 -5.7353 -4.4082
H23 -5.5911 -3.8898 -4.4573
C20 2.6342 0.5296 8.5421
Cl16 2.9909 -1.1730 8.8186
Cl17 3.4870 1.5531 9.6889
Cl18 3.0552 0.9889 6.8747
H24 1.5709 0.6794 8.6771
C21 -7.9961 0.6214 -7.1033
Cl19 -8.3378 0.0175 -8.7233
Cl20 -8.0737 -0.6819 -5.9182
Cl21 -6.4155 1.4128 -7.0503
H25 -8.7478 1.3577 -6.8516

=====

The following is a DFT calculation (the ωB97M-V functional and the def2-TZVPD basis) of C44H64F5Ge2OPPtTe as an isolated structure.

Summary:
- calculated total energy (a.u.) = -7171.2084
- molar mass (g mol⁻¹) = 1202.86
- charge = +3
- HOMO energy (spin up / spin down) (eV) = -16.233 / -16.233
- 2S+1 = 2

Positions of all 119 atoms, in Å:
Pt1 0.2360 0.5547 0.0654
C1 -5.1040 1.1832 -0.1743
C2 -4.3401 1.8415 0.9684
C3 -4.9877 3.1877 1.3404
C4 -2.8836 2.0720 0.6772
C5 -2.3414 1.9918 -0.5876
C6 -0.9885 2.3537 -0.9321
C7 -0.8499 2.4820 -2.4462
C8 0.2777 3.3413 -3.0068
C9 -0.9570 1.0950 -3.1028
C10 -0.0794 2.6747 0.1404
C11 -0.6672 2.8092 1.4868
C12 -2.0180 2.4566 1.7069
C13 0.0496 3.4380 2.6248
C14 -0.4894 4.8925 2.7660
C15 -0.1588 2.7081 3.9659
C16 1.1647 3.4779 -0.1198
C17 1.0418 4.8520 -0.2930
C18 2.1704 5.6398 -0.4452
C19 3.4308 5.0570 -0.4042
C20 3.5599 3.6876 -0.2509
C21 2.4232 2.8842 -0.1129
P1 2.4513 1.0764 -0.0100
C22 3.2695 0.3295 -1.5372
C23 2.2366 0.1558 -2.6484
C24 3.8322 -1.0650 -1.2370
C25 4.3927 1.2399 -2.0512
C26 3.3461 0.5997 1.5707
C27 2.6338 1.2947 2.7327
C28 4.7897 1.1330 1.5287
C29 3.4063 -0.9218 1.8184
H1 -6.0964 0.8949 0.1687
H2 -4.6114 0.2860 -0.5524
H3 -5.2456 1.8725 -1.0099
H4 -4.3771 1.1988 1.8554
H5 -4.9429 3.8828 0.5001
H6 -4.5057 3.6550 2.1999
H7 -6.0353 3.0316 1.5926
H8 -2.9819 1.7052 -1.4107
H9 -1.7822 2.9878 -2.7285
H10 1.2735 2.9942 -2.7350
H11 0.1918 4.3770 -2.6872
H12 0.2028 3.3308 -4.0939
H13 -0.2184 0.4027 -2.7105
H14 -0.8004 1.1916 -4.1767
H15 -1.9354 0.6391 -2.9528
H16 -2.3941 2.5271 2.7197
H17 1.1067 3.5093 2.3801
H18 -1.5678 4.8998 2.9280
H19 -0.2584 5.5099 1.9024
H20 -0.0131 5.3276 3.6442
H21 -1.0625 3.0580 4.4655
H22 0.6780 2.9505 4.6203
H23 -0.2241 1.6267 3.8696
H24 0.0585 5.3060 -0.3239
H25 2.0694 6.7060 -0.5978
H26 4.3161 5.6699 -0.5043
H27 4.5499 3.2595 -0.2466
H28 1.4409 -0.5296 -2.3480
H29 2.7434 -0.2957 -3.5033
H30 1.8062 1.0952 -2.9850
H31 3.0903 -1.7359 -0.8021
H32 4.7099 -1.0365 -0.5976
H33 4.1434 -1.4961 -2.1899
H34 4.0198 2.2016 -2.4000
H35 4.8413 0.7324 -2.9078
H36 5.1881 1.4041 -1.3276
H37 2.7429 2.3773 2.6714
H38 3.1022 0.9708 3.6630
H39 1.5731 1.0531 2.8074
H40 4.8394 2.2193 1.5448
H41 5.3682 0.7471 0.6917
H42 5.2717 0.7781 2.4422
H43 2.5874 -1.4933 1.3879
H44 3.3920 -1.0984 2.8935
H45 4.3263 -1.3481 1.4305
C30 2.5847 -4.7823 -0.9617
Ge1 1.3776 -5.1239 0.5164
C31 -0.2142 -6.1287 0.0889
C32 2.1601 -5.3457 2.2566
Ge2 -1.6586 -2.8512 -0.5532
C33 -3.1880 -3.4638 0.3896
C34 -3.4921 -4.7611 0.7891
C35 -4.6175 -4.9977 1.5607
C36 -5.4426 -3.9451 1.9329
C37 -5.1427 -2.6484 1.5396
C38 -4.0072 -2.3994 0.7901
C39 -1.4019 -2.8524 -2.4438
C40 -2.5638 -2.4165 -3.0933
C41 -2.5497 -2.2213 -4.4675
C42 -1.3930 -2.4751 -5.1906
C43 -0.2463 -2.9279 -4.5468
C44 -0.2496 -3.1180 -3.1741
H46 3.5485 -4.4266 -0.5990
H47 2.1463 -4.0352 -1.6226
H48 2.7644 -5.6868 -1.5433
H49 0.0099 -7.1749 -0.1240
H50 -0.6996 -5.7305 -0.8082
H51 -0.8882 -6.1001 0.9420
H52 2.9719 -6.0708 2.1854
H53 1.4316 -5.7068 2.9795
H54 2.5622 -4.3972 2.6071
H55 -2.8830 -5.5950 0.4787
H56 -4.8532 -6.0048 1.8756
H57 -6.3240 -4.1359 2.5301
H58 -5.7898 -1.8322 1.8319
H59 -3.7495 -1.3801 0.5288
H60 -3.4919 -2.2689 -2.5463
H61 -3.4482 -1.8970 -4.9755
H62 -1.3911 -2.3422 -6.2642
H63 0.6428 -3.1484 -5.1221
H64 0.6429 -3.4868 -2.6849
F1 -1.5158 0.0660 2.0535
Te1 -0.0849 -1.3500 2.1468
F2 0.5310 -3.4156 0.5393
F3 1.1102 -2.5650 3.0058
F4 -0.2397 -0.7315 3.9169
F5 -1.4052 -2.5829 2.4919
O1 -0.9812 -1.4109 0.1235

=====

The following is a DFT calculation (the ωB97M-V functional and the def2-TZVPD basis) of C24H28CsGeN3O11S as an isolated structure.

Summary:
- calculated total energy (a.u.) = -4418.6690
- molar mass (g mol⁻¹) = 772.08
- charge = -2
- HOMO energy (eV) = -0.688

Positions of all 69 atoms, in Å:
Cs1 -0.0113 1.8818 0.9196
O1 -3.9128 4.2250 2.0328
C1 -3.0842 3.1506 2.0175
O2 -1.9098 3.2927 1.7764
C2 -3.7698 1.8529 2.3151
C3 -4.9652 1.8663 3.0214
C4 -5.5242 0.5932 3.2778
C5 -4.9318 -0.5335 2.8191
C6 -3.6932 -0.4557 2.0526
N1 -3.1203 0.8030 1.8537
C7 -3.1029 -1.5587 1.5232
O3 -3.6378 -2.8391 1.7354
O4 -1.8527 -1.5755 0.9159
H1 -3.3382 4.9752 1.8159
H2 -5.4273 2.7837 3.3470
H3 -6.4444 0.5150 3.8535
H4 -5.3640 -1.5071 3.0059
H5 -3.1602 -3.2474 2.4682
C8 3.5115 -0.1606 -1.2779
C9 2.5628 0.7357 -1.9850
N2 1.3251 0.9717 -1.6232
C10 0.8540 1.9065 -2.5159
C11 1.8120 2.2193 -3.4291
N3 2.8955 1.4677 -3.0812
C12 1.8365 3.1182 -4.6326
O5 0.7254 3.6545 -4.8866
O6 2.8656 3.0780 -5.3232
C13 -0.5032 2.4574 -2.3979
O7 -0.8623 3.3285 -3.3297
O8 -1.2358 2.1298 -1.4868
H6 2.9512 -0.9031 -0.7165
H7 4.1125 0.4057 -0.5680
H8 4.1748 -0.6706 -1.9773
H9 3.7612 1.5250 -3.5988
H10 -0.1125 3.4821 -4.0093
C14 6.4027 -2.9956 1.6115
C15 5.4985 -1.8264 1.8814
C16 4.1455 -2.0048 2.1225
C17 3.3079 -0.9208 2.3515
C18 3.8192 0.3611 2.3391
C19 5.1764 0.5558 2.1176
C20 6.0039 -0.5273 1.8899
S1 2.7384 1.7836 2.4962
O9 3.3809 2.6659 3.4532
O10 2.6857 2.3157 1.1367
O11 1.4642 1.2289 2.9348
H11 5.8480 -3.9332 1.6408
H12 7.2060 -3.0573 2.3487
H13 6.8702 -2.9164 0.6284
H14 3.7324 -3.0056 2.1206
H15 2.2524 -1.0592 2.5247
H16 5.5679 1.5615 2.1157
H17 7.0600 -0.3663 1.7066
C21 -2.9106 -3.8553 -1.4614
Ge1 -2.8606 -1.9113 -1.7714
C22 -1.9756 -1.5681 -3.4972
C23 -4.7021 -1.2335 -1.8740
C24 -1.8325 -0.9694 -0.3797
H18 -3.5671 -4.3277 -2.1933
H19 -3.2793 -4.0544 -0.4615
H20 -1.9157 -4.2859 -1.5594
H21 -2.5096 -2.0437 -4.3192
H22 -0.9545 -1.9488 -3.4788
H23 -1.9235 -0.4992 -3.6933
H24 -5.2791 -1.7670 -2.6295
H25 -4.6913 -0.1755 -2.1248
H26 -5.1886 -1.3445 -0.9086
H27 -2.2073 0.0515 -0.2901
H28 -0.7873 -0.8953 -0.6897

=====

The following is a DFT calculation (the ωB97M-V functional and the def2-TZVPD basis) of a 4-piece molecular cluster, C5H20N2O3 overall.

Summary:
- calculated total energy (a.u.) = -537.6775
- molar mass (g mol⁻¹) = 156.23
- HOMO energy (eV) = -9.268
- structure (SMILES) = CNCC[C@H](C)N.O.O.O

Positions of all 30 atoms, in Å:
C1 -1.8699 1.0414 -1.6939
C2 -2.0836 1.5708 -0.2751
C3 -2.3454 0.5639 0.8047
C4 -1.6971 -0.8921 0.6828
C5 0.1386 -2.3344 0.2692
N1 -0.2096 -0.9703 0.6663
N2 -0.9255 2.4328 0.0688
H1 -0.9464 0.5251 -1.8839
H2 -1.9865 1.7997 -2.5020
H3 -2.6955 0.3787 -2.1012
H4 -2.9670 2.2002 -0.3441
H5 -1.9525 0.9578 1.7444
H6 -3.4252 0.4396 0.9293
H7 -1.9337 -1.5123 1.5494
H8 -2.3483 -1.2293 -0.1061
H9 1.2917 -2.3317 0.1829
H10 -0.1980 -3.0394 1.0106
H11 -0.2140 -2.6621 -0.7098
H12 0.0735 -0.3230 -0.1885
H13 -0.1004 1.8671 -0.0963
H14 -0.8770 3.2592 -0.5421
H15 2.2329 -0.2481 1.9224
H16 3.0832 1.0582 2.1632
O1 3.0750 0.1528 1.8345
H17 2.4837 -0.1710 -1.3839
H18 2.4116 1.0072 -0.4583
O2 2.3299 0.7618 -1.3988
H19 3.6510 -2.0134 -0.4844
H20 3.9595 -1.1168 0.6372
O3 4.0447 -1.1724 -0.2972

=====

The following is a DFT calculation (the ωB97M-V functional and the def2-TZVPD basis) of one molecule with the formula C5H8O2.

Summary:
- calculated total energy (a.u.) = -345.7620
- molar mass (g mol⁻¹) = 100.12
- HOMO energy (eV) = -9.374
- structure (SMILES) = O=C1CC(CO)C1

Positions of all 15 atoms, in Å:
O1 0.9499 -1.7413 0.3003
C1 0.6694 -0.6989 1.2159
C2 -0.1851 0.3405 0.5044
C3 -1.2872 -0.1449 -0.4864
C4 -0.7747 0.9189 -1.4584
O2 -1.2397 1.4803 -2.4176
C5 0.5074 1.1067 -0.6511
H1 1.4946 -2.4009 0.7445
H2 0.1451 -1.0794 2.1072
H3 1.6062 -0.2181 1.5496
H4 -0.6079 1.0329 1.2418
H5 -1.0788 -1.1537 -0.8604
H6 -2.3373 -0.0871 -0.1881
H7 1.3082 0.5027 -1.0975
H8 0.8298 2.1421 -0.5041